104
Properties=species:S:1:pos:R:3:lowdin_charge:R:1 method="wB97M-V/def2-TZVPD" homo_energy_ev=-7.74 smiles=c1cc[nH]c1.c1cc[nH]c1.c1cc[nH]c1.c1cc[nH]c1.c1cc[nH]c1.c1cc[nH]c1.c1cc[nH]c1.c1cc[nH]c1.CC#N.CC#N.CC#N.CC#N orbital_gap_ev=7.91 fmax_ev_per_a=1.37 total_charge=0 de_lowest_kj_mol=0.00
C -2.042 -4.585 3.295 -0.11
C -3.363 -4.943 3.731 -0.10
C -3.612 -6.202 3.270 -0.14
N -2.500 -6.632 2.576 0.01
C -1.579 -5.616 2.531 -0.15
H -1.549 -3.668 3.562 0.07
H -4.095 -4.328 4.225 0.09
H -4.482 -6.837 3.257 0.11
H -2.456 -7.481 2.047 0.14
H -0.689 -5.728 1.933 0.11
C -1.461 -3.837 -2.446 -0.11
C -0.806 -5.093 -2.291 -0.11
C -1.325 -5.717 -1.203 -0.15
N -2.278 -4.887 -0.664 0.02
C -2.295 -3.727 -1.380 -0.16
H -1.319 -3.153 -3.262 0.09
H -0.011 -5.479 -2.909 0.10
H -1.189 -6.699 -0.783 0.10
H -2.903 -5.128 0.081 0.13
H -2.937 -2.914 -1.077 0.11
C 1.742 -1.505 -4.378 -0.14
C 2.919 -1.907 -5.061 -0.11
C 3.449 -2.941 -4.318 -0.14
N 2.678 -3.135 -3.215 0.03
C 1.596 -2.281 -3.260 -0.14
H 1.082 -0.676 -4.595 0.08
H 3.338 -1.485 -5.956 0.09
H 4.417 -3.408 -4.401 0.10
H 2.845 -3.653 -2.371 0.10
H 0.888 -2.340 -2.451 0.08
C 2.177 -4.023 -0.082 -0.12
C 3.435 -3.370 -0.137 -0.13
C 3.213 -2.023 0.076 -0.14
N 1.878 -1.861 0.264 0.04
C 1.223 -3.058 0.121 -0.14
H 1.961 -5.078 -0.140 0.09
H 4.415 -3.794 -0.288 0.09
H 3.918 -1.219 -0.042 0.11
H 1.375 -0.985 0.284 0.10
H 0.151 -3.096 0.208 0.10
C 2.504 -3.238 4.515 -0.11
C 2.818 -4.397 5.271 -0.11
C 1.653 -4.899 5.761 -0.14
N 0.649 -4.050 5.386 0.00
C 1.169 -3.012 4.654 -0.15
H 3.159 -2.616 3.938 0.09
H 3.800 -4.832 5.359 0.09
H 1.377 -5.783 6.308 0.11
H -0.287 -4.122 5.734 0.13
H 0.499 -2.264 4.263 0.10
C -3.507 4.102 -2.730 -0.12
C -2.957 5.384 -2.454 -0.13
C -1.646 5.184 -2.177 -0.17
N -1.405 3.852 -2.139 0.01
C -2.560 3.175 -2.413 -0.15
H -4.534 3.937 -3.015 0.09
H -3.408 6.356 -2.557 0.09
H -0.863 5.867 -1.891 0.10
H -0.501 3.494 -1.894 0.08
H -2.529 2.101 -2.476 0.11
C -0.954 -0.408 1.187 -0.12
C -0.749 -0.277 -0.229 -0.12
C -0.373 1.027 -0.421 -0.15
N -0.422 1.699 0.758 0.01
C -0.774 0.819 1.756 -0.14
H -1.272 -1.320 1.667 0.09
H -0.892 -1.011 -1.004 0.08
H -0.121 1.553 -1.329 0.07
H -0.248 2.690 0.880 0.05
H -0.977 1.181 2.750 0.10
C -2.106 5.296 2.679 -0.11
C -2.696 6.509 2.226 -0.10
C -3.298 6.249 1.031 -0.14
N -3.037 4.943 0.705 0.02
C -2.354 4.344 1.721 -0.15
H -1.613 5.103 3.613 0.06
H -2.667 7.439 2.769 0.09
H -4.023 6.801 0.457 0.11
H -3.499 4.405 -0.009 0.12
H -2.336 3.267 1.757 0.10
C -0.713 3.785 -5.811 -0.04
C -0.153 2.864 -4.823 -0.25
N 0.191 2.083 -4.056 0.17
H -1.787 3.613 -5.852 0.09
H -0.238 3.555 -6.762 0.09
H -0.550 4.814 -5.504 0.08
C 1.348 4.170 3.739 -0.06
C 0.765 5.184 4.602 -0.29
N 0.299 6.000 5.262 0.14
H 1.892 4.611 2.911 0.05
H 0.530 3.555 3.349 0.07
H 2.000 3.451 4.234 0.09
C 2.109 6.476 0.518 -0.04
C 1.404 5.232 0.314 -0.24
N 0.863 4.241 0.143 0.19
H 2.407 6.545 1.562 0.08
H 1.469 7.331 0.304 0.09
H 2.960 6.529 -0.157 0.09
C 3.203 0.897 -2.747 -0.08
C 3.776 1.176 -4.049 -0.30
N 4.206 1.422 -5.073 0.13
H 2.132 1.080 -2.737 0.04
H 3.684 1.490 -1.971 0.08
H 3.377 -0.164 -2.553 0.06